Entry from the OMol25 dataset: C7H12 in the gas phase (the ωB97M-V functional and the def2-TZVPD basis).

XYZ file:
```
19
Properties=species:S:1:pos:R:3:forces:R:3:nbo_charge:R:1
C 2.544882 0.242203 -0.898347 0.09 0.01 -0.05 -0.6020
C 0.408281 -0.072202 0.339346 0.05 0.04 0.03 -0.4141
C 1.254987 -0.571002 -0.814950 -0.02 -0.09 -0.05 -0.3952
C -2.119207 -0.331888 -0.399734 -0.08 0.05 -0.11 -0.4213
C -0.979723 -0.676948 0.500183 0.18 -0.10 -0.02 -0.1467
H 0.679358 -0.455981 -1.742379 0.10 -0.06 0.08 0.1991
H 3.131271 0.143684 0.023162 -0.07 -0.02 -0.15 0.2010
H 3.171342 -0.072144 -1.737245 -0.04 0.03 0.10 0.2106
H 0.264500 1.007286 0.187274 0.18 -0.07 -0.01 0.2381
C -2.058870 0.331502 0.953882 -0.10 0.27 0.13 -0.4109
H 2.317939 1.308179 -1.026752 0.03 -0.19 0.00 0.2063
H -1.109373 1.780102 2.085852 -0.32 0.09 -0.02 0.1016
C -1.399520 1.631804 1.023006 -0.25 -0.25 0.20 -0.0634
H -2.879471 -1.092383 -0.558035 0.17 0.09 0.02 0.2208
H -1.027364 -1.663455 0.964084 0.01 0.26 -0.04 0.2202
H 0.943900 -0.171075 1.293047 -0.01 -0.04 -0.17 0.2054
H 1.471908 -1.639913 -0.703896 0.02 0.06 -0.03 0.1970
H -2.704295 -0.009794 1.762038 0.13 -0.06 -0.07 0.2264
H -1.910553 0.312024 -1.250544 -0.06 -0.02 0.16 0.2273
```
Positions in Å, forces in eV/Å.

Output
Highest occupied orbital energy ... -8.10 eV
Relative energy (zero: lowest compared OMol25 entry of this formula, charge and spin) ... 4.591 eV